C3H3Br2N | wB97M-V/def2-TZVPD

Results
Frontier orbital gap (spin up / spin down)   0.3237 / 0.3236 Eh
Lowest unoccupied orbital energy (spin up / spin down)   -1.6736 / -1.6740 eV
Strongest force on any atom   0.102 Eh/bohr
HOMO level (spin up / spin down)   -10.482 / -10.480 eV
Energy relative to the best compared isomer or geometry (same formula, charge and spin)   306.20 kJ/mol

Geometry (Å):
C 2.006 0.293 -0.280
C -0.988 -0.503 -0.420
C -0.160 0.431 0.406
N 3.022 -0.213 -0.254
Br 0.177 -0.009 2.154
Br -0.467 2.355 0.153
H -0.830 -1.484 -0.102
H -0.719 -0.605 -1.457
H -2.042 -0.266 -0.201